17
Properties=species:S:1:pos:R:3:forces:R:3:lowdin_charge:R:1 method="wB97M-V/def2-TZVPD" energy_ev=-78229.7017 charge=+1 smiles=CN([NH3+])[C@H](N)NBr homo_energy_ev=-13.8 spin_multiplicity=1 de_lowest_kcal_mol=19.2
Br -2.7993 0.2368 -1.8878 0.8122 0.4066 0.6612 0.7464
N -0.7428 -0.5790 1.3616 0.1576 -2.7213 2.2484 0.1328
N 0.3535 -0.0865 0.6241 -0.5203 -0.9421 -0.6746 -0.1780
N -1.5157 0.7175 -0.5564 -0.3601 -2.1595 -0.5251 -0.4458
N 0.8650 1.2080 -1.0872 -1.6937 -1.0981 -1.4481 0.0928
C -0.1446 0.2093 -0.7441 0.6991 2.4935 1.7924 -0.4886
C 1.5918 -0.9090 0.5988 -0.4973 2.1737 0.2839 -0.0059
H 0.8547 1.1985 -2.1206 0.2953 1.2940 0.7142 0.1105
H 1.9832 -0.8429 -0.3712 0.4320 0.1864 -1.4804 0.0698
H 2.3148 -0.3879 1.1942 0.3969 -0.3093 0.7499 0.0961
H 0.5474 2.0615 -0.5860 0.8284 -0.3921 -1.1491 0.1132
H -1.4708 1.6769 -0.4253 -0.4585 2.3651 -0.1190 0.0388
H 1.4840 -1.9292 0.7833 -0.5236 -1.6851 0.8844 0.0746
H -1.5385 -0.0503 0.8612 -0.1683 -0.4913 -0.0247 0.1136
H -0.6411 -0.2112 2.3284 -0.2599 -0.6384 -0.5442 0.1839
H -0.8647 -1.6987 1.4040 0.1785 2.9183 -0.2014 0.2359
H -0.2768 -0.6138 -1.3769 0.6816 -1.4005 -1.1678 0.1099

32
Properties=species:S:1:pos:R:3:forces:R:3:lowdin_charge:R:1 method="wB97M-V/def2-TZVPD" energy_ev=-97113.0396 charge=+1 homo_energy_ev="-12.7 / -12.6" spin_multiplicity=6
Fe 0.7527 -0.1864 0.9037 -2.7809 0.8949 -3.3474 1.1077
S -0.2500 -1.2572 -2.1814 -0.5979 3.3124 -4.8159 0.6236
S -1.3691 2.4792 -0.3229 0.7828 3.3184 -2.8087 0.5815
F 0.1742 -3.2578 -3.9362 -0.2059 0.4088 0.3472 0.1915
F -3.5611 1.3661 0.5696 0.0285 -0.7786 -0.4013 0.1018
F -3.3552 1.3435 -1.6664 -0.2565 0.0804 0.8607 0.1599
F -0.3184 -3.9357 -1.9278 -0.1248 0.3966 -0.2376 0.1287
F 1.6127 -3.1147 -2.3413 0.7113 0.1881 0.1036 0.1326
F -4.0608 3.0908 -0.5570 1.1437 -0.3322 -0.4614 0.1623
O 2.3455 -1.4190 0.4748 1.0891 -0.2440 0.2941 -0.0259
O -1.6715 -1.1156 -2.3981 1.0456 -1.2174 1.0523 -0.2410
O 1.0227 1.4781 2.0133 0.1090 0.5442 1.2171 -0.0374
O -0.9295 3.1254 -1.5690 -0.7575 -2.0961 1.2847 -0.2797
O -0.6017 1.2266 -0.0114 -0.6784 0.2830 0.2495 -0.4176
O 1.9821 1.0546 -0.2183 1.0907 -0.1178 -0.1301 -0.0291
O -1.1622 -0.5413 1.7978 0.2333 -0.3962 0.6378 -0.0156
O 1.2144 -1.0271 2.6907 0.5373 -0.5973 0.7846 -0.0363
O 0.5271 -0.3839 -3.1025 -0.5268 -2.1671 2.5894 -0.2717
O 0.1318 -1.0648 -0.7440 0.6399 -0.9991 1.6346 -0.3929
O -1.3694 3.4602 0.7340 0.0484 -0.9693 1.6475 -0.3040
C -3.2265 2.0453 -0.5473 0.4987 0.2416 0.3145 -0.6109
C 0.3293 -3.0065 -2.6547 -0.5928 -0.1755 0.7774 -0.6538
H 1.8655 2.0032 -0.1658 -0.5378 0.4940 -0.0308 0.1092
H 2.7470 0.9376 -0.7817 0.0909 -0.3424 -0.6425 0.1175
H 1.7616 1.7285 2.5679 0.4931 -0.1707 0.3111 0.1212
H 2.4707 -2.3629 0.5724 -0.3365 -0.6389 -0.1869 0.1213
H 3.2209 -1.0787 0.2900 0.3955 0.2745 -0.1901 0.1128
H -1.8614 -1.1527 1.5665 -0.2332 -0.3546 -0.6230 0.1178
H 0.4279 2.2269 2.0534 -1.0185 0.6545 -0.5153 0.0959
H 1.9642 -1.5953 2.8670 0.4731 -0.2222 -0.1285 0.1093
H -1.5218 -0.0282 2.5215 -0.1641 0.5517 0.1628 0.1056
H 0.7085 -1.0384 3.5032 -0.5993 0.1765 0.2506 0.1155

31
Properties=species:S:1:pos:R:3:forces:R:3:lowdin_charge:R:1 method="wB97M-V/def2-TZVPD" energy_ev=-65573.0567 charge=0 homo_energy_ev="-3.6 / -11.0" spin_multiplicity=2 de_lowest_kcal_mol=13.6
S 1.0491 2.1223 -0.2199 0.7406 4.0167 2.8060 0.6582
S -1.1874 1.2834 -1.4119 -1.1465 -1.7305 -2.0802 0.7574
Mg 0.3045 -0.8703 0.5565 -0.9411 -2.6530 0.5900 0.2858
F -2.9623 0.7342 0.5596 0.5050 0.0067 1.0129 0.1175
F -3.8611 1.4987 -1.1144 -1.2704 1.0222 -1.7249 0.2198
F -2.6998 2.9009 0.1726 -0.7214 -1.4522 -0.7142 0.1440
F 3.2301 2.2249 -1.5915 -1.0372 0.2864 -1.0322 0.1030
F 1.5151 3.2235 -2.6716 1.1459 -1.3395 1.0247 0.1228
F 1.7200 1.0431 -2.6270 -0.0414 0.2109 0.1385 0.1421
O -1.3483 -1.8747 -0.0870 -0.2908 -0.0413 -0.2047 -0.0695
O 0.2867 3.3963 -0.0173 1.8074 -3.4036 -0.8294 -0.3050
O -0.9886 -0.4620 2.1443 0.1325 -0.0175 0.2357 -0.0652
O 0.1792 -3.3628 1.4721 -0.2405 0.9328 -0.9989 -0.1116
O -1.5765 0.1143 -2.2187 0.6447 0.9927 2.1676 -0.3105
O -0.9273 2.4560 -2.2140 0.0626 -0.7858 1.3204 -0.2781
O 1.5037 -1.7930 -0.8296 -0.1363 0.0611 -0.2729 -0.0532
O 1.8091 -0.7402 1.6737 1.0031 0.3217 0.7731 -0.0609
O 2.1392 1.9322 0.7631 -1.5407 -0.6390 -1.7410 -0.3157
N 0.1544 0.7953 -0.2778 -2.8767 3.9072 -3.2212 -0.3407
C -2.8375 1.6717 -0.3767 3.0369 0.1685 1.1495 -0.6459
C 1.9150 2.1543 -1.9340 0.3596 1.2053 0.4003 -0.6070
H 1.2679 -2.5641 -1.3453 -0.3449 -0.3754 -0.2486 0.0797
H 2.1699 -1.3845 2.2828 -0.0710 -0.8690 0.4816 0.0680
H 2.5118 -0.1008 1.5566 0.2575 0.9246 -0.2126 0.0671
H 0.8667 -3.9744 1.7357 0.8240 -0.5444 0.1504 0.0224
H -0.8580 0.0943 2.9122 0.3846 0.2514 0.3326 0.0905
H -2.1694 -1.8399 -0.5777 -0.1672 0.5455 -0.5006 0.0857
H -1.9264 -0.6536 2.1433 -0.3804 -0.2505 -0.2145 0.0610
H -0.4766 -3.4252 2.1665 -0.5588 -0.0481 0.8554 0.0197
H -1.2635 -2.7916 0.1743 0.3492 -0.7949 0.3427 0.0423
H 2.4603 -1.8083 -0.7988 0.5119 0.0909 0.2144 0.0764

31
Properties=species:S:1:pos:R:3:forces:R:3:lowdin_charge:R:1 method="wB97M-V/def2-TZVPD" energy_ev=-65564.4410 charge=+1 homo_energy_ev=-12.2 spin_multiplicity=1 de_lowest_kcal_mol=161.6
S 1.6165 -1.1567 2.0847 1.9330 -1.2073 0.2143 0.6833
S 1.9634 -1.8582 -0.4960 2.8676 -4.7101 -4.4557 0.5971
Mg -1.1110 0.8889 -0.4955 0.8020 -0.7177 0.3649 1.3163
F -0.6982 -1.7683 3.2184 -0.7358 -0.2783 0.1146 0.1529
F 0.9599 -3.0366 3.8328 -0.2662 -0.0460 0.4142 0.1945
F 3.0841 0.6202 -0.6081 -0.4429 1.0291 -0.8569 0.1167
F 4.5590 -0.7508 -0.0139 -0.3907 -0.5770 -0.7504 0.1498
F 3.8397 -0.8658 -2.1044 0.2304 0.9818 0.8744 0.1253
F 0.1106 -3.3344 1.8653 -0.6181 0.4804 0.8609 0.1302
O -3.0637 -1.3903 -0.9501 0.5241 0.8462 0.1754 -0.0379
O -2.3749 1.3552 1.8938 0.4401 -0.0606 -1.2244 -0.0308
O 2.4477 -3.0973 0.1346 -0.7016 2.3882 -0.4196 -0.3135
O 0.3730 3.4474 -0.0532 -0.7533 -0.7682 -0.2093 -0.0351
O 1.5197 -2.2104 -1.9050 -0.2101 2.6691 3.3633 -0.3561
O 1.4265 0.0851 2.7524 -1.2261 0.9031 -0.1332 -0.3054
O 2.9540 -1.7288 2.2532 -2.5440 0.8625 -0.6938 -0.2748
O -3.3896 2.6126 -1.8283 0.6671 -0.4706 0.4303 -0.0375
O -0.3046 0.9600 -3.2949 -0.6152 0.2828 1.0887 -0.0338
N 1.0250 -0.9833 0.4116 -0.8871 0.8156 2.2530 -0.3671
C 3.5141 -0.6041 -0.8299 -0.6665 -2.4273 0.6385 -0.6190
C 0.3618 -2.4429 2.8373 2.0830 0.4462 -2.0485 -0.6653
H -4.0120 -1.4512 -0.8348 -0.3260 0.1274 0.0430 0.0552
H -2.1528 2.0678 2.4930 0.3406 0.3139 0.1687 0.0706
H -0.0518 4.3048 -0.0300 -0.2176 0.2718 -0.0422 0.0551
H 0.2856 0.5270 -3.9117 0.4153 -0.5148 0.0492 0.0696
H -3.0476 0.8545 2.3553 -0.2250 -0.4331 0.0215 0.0699
H -3.5214 2.9586 -2.7109 0.0399 0.0356 -0.3632 0.0559
H -4.1035 2.9892 -1.3138 -0.2400 0.0935 0.2569 0.0546
H 1.2793 3.6216 0.2005 0.4663 -0.2451 0.1191 0.0654
H -2.7886 -2.2845 -1.1526 0.3689 -0.3360 -0.0884 0.0629
H -0.7000 1.6707 -3.7998 -0.1122 0.2448 -0.1654 0.0508

14
Properties=species:S:1:pos:R:3:forces:R:3:lowdin_charge:R:1 method="wB97M-V/def2-TZVPD" energy_ev=-5216.1624 charge=0 smiles=CCN.N homo_energy_ev=-9.0 spin_multiplicity=1 de_lowest_kcal_mol=4.4
N 1.5157 0.4786 -0.5846 0.0560 -0.7946 0.5499 -0.0260
N -1.4680 -3.3452 1.7601 -0.4990 0.8136 -0.5081 0.0087
C -0.4243 2.0175 -0.2804 0.2205 -0.2045 1.0128 -0.1266
C 0.5162 1.2996 -1.2359 0.0410 0.4644 -0.2148 -0.3603
H -1.7892 -3.6541 2.6579 -0.0454 -0.1842 0.4264 -0.0049
H -0.0965 0.7032 -1.9147 0.1806 -0.0002 -0.1990 0.1007
H 1.0267 2.0743 -1.8128 -0.0654 -0.1021 -0.2708 0.0991
H 0.1357 2.4534 0.5534 0.1490 0.1761 -0.2548 0.0654
H 2.4791 0.7770 -0.6634 -0.3470 -0.0452 -0.1819 0.0606
H 1.4274 -0.5240 -0.7399 0.1096 0.5875 -0.0355 0.0634
H -0.9872 2.8115 -0.7656 -0.1500 -0.0745 -0.1037 0.0629
H -1.5975 -2.3330 1.7334 -0.1450 -0.2969 0.0039 0.0069
H -0.4793 -3.4691 1.7113 0.6966 -0.3220 0.0765 -0.0112
H -1.0942 1.3188 0.2275 -0.2017 -0.0174 -0.3011 0.0611

14
Properties=species:S:1:pos:R:3:forces:R:3:lowdin_charge:R:1 method="wB97M-V/def2-TZVPD" energy_ev=-5215.6022 charge=0 smiles=CNC.N homo_energy_ev=-8.8 spin_multiplicity=1 de_lowest_kcal_mol=17.3
N 0.5145 -3.2794 2.0411 -1.0498 0.0389 1.0407 0.0087
N -0.2648 1.1468 -0.1565 0.3159 0.0646 -0.7305 -0.1822
C 0.0463 2.5619 -0.5829 0.0112 -1.4010 0.5762 -0.1226
C -0.7893 0.2910 -1.2332 -0.3369 0.7746 -0.3193 -0.1673
H -1.8282 0.5311 -1.4602 -0.1952 -0.0065 0.3650 0.0680
H 1.1378 2.5886 -0.6703 -0.1750 0.6397 -0.1908 0.0685
H -0.4120 2.8168 -1.5423 -0.0207 0.0304 0.2134 0.0683
H 0.6539 0.7628 0.0264 -0.1598 -0.1677 0.4324 0.0704
H -0.2951 0.4615 -2.1935 0.4239 -0.1729 -0.1218 0.0632
H -0.7331 -0.7636 -0.9770 0.0670 0.0195 0.1700 0.0686
H 1.2098 -3.1615 1.3357 0.4782 -0.3259 -0.1299 -0.0084
H 0.2402 -4.2323 2.2394 0.2399 -0.1476 -0.6995 0.0016
H -0.2870 3.2138 0.2278 0.0647 0.2226 -0.3825 0.0634
H 0.8069 -2.9376 2.9453 0.3366 0.4312 -0.2235 -0.0001

M across the listed records, respectively: 170.03; 444.06; 394.53; 394.53; 62.12; 62.12 g mol⁻¹.